{
  "formula": "C4H8NOS",
  "method": "ωB97M-V/def2-TZVPD",
  "lumo_ev": -6.71,
  "de_lowest_kj_mol": 272.9,
  "charge": 1,
  "mol_weight_g_mol": 118.18,
  "homo_energy_ev": -11.36,
  "elements": ["C", "C", "C", "C", "N", "O", "S", "H", "H", "H", "H", "H", "H", "H", "H"],
  "coordinates": [[-0.517, 0.195, -0.038], [0.707, 0.361, 0.861], [-1.465, -0.768, 0.242], [1.920, 0.668, 0.048], [-2.606, -1.088, -0.412], [-0.689, 1.051, -1.146], [2.922, -0.552, -0.376], [0.618, 1.197, 1.740], [0.744, -0.600, 1.331], [-1.343, -1.444, 1.231], [2.193, 1.691, -0.270], [0.176, 1.238, -1.428], [-3.343, -1.742, 0.061], [-3.147, -0.466, -1.007], [3.832, 0.261, -0.835]]
}

***

{
  "formula": "C32H39NO2PdS2Si",
  "method": "ωB97M-V/def2-TZVPD",
  "lumo_ev": 4.42,
  "de_lowest_kj_mol": 34.6,
  "charge": -2,
  "mol_weight_g_mol": 668.31,
  "homo_energy_ev": -0.95,
  "elements": ["Pd", "C", "Si", "C", "C", "C", "C", "C", "C", "N", "C", "S", "H", "H", "H", "H", "H", "H", "H", "H", "H", "H", "H", "H", "O", "S", "C", "C", "C", "C", "C", "C", "C", "C", "C", "C", "C", "C", "H", "H", "H", "H", "H", "H", "H", "H", "H", "H", "C", "C", "C", "C", "C", "C", "C", "C", "C", "C", "C", "C", "O", "H", "H", "H", "H", "H", "H", "H", "H", "H", "H", "H", "H", "H", "H", "H", "H", "H"],
  "coordinates": [[-0.971, 0.823, -0.874], [1.933, 2.169, -5.971], [2.834, 0.870, -4.953], [4.655, 0.960, -5.479], [2.270, -0.861, -5.395], [2.766, 1.266, -3.129], [3.894, 1.626, -2.408], [3.818, 1.892, -1.044], [2.583, 1.747, -0.435], [1.477, 1.418, -1.088], [1.534, 1.203, -2.417], [0.025, 0.845, -3.171], [2.076, 1.985, -7.041], [2.322, 3.163, -5.739], [0.867, 2.157, -5.746], [4.747, 0.733, -6.545], [5.260, 0.233, -4.929], [5.084, 1.952, -5.314], [2.341, -1.022, -6.475], [1.242, -1.013, -5.069], [2.900, -1.603, -4.897], [4.856, 1.689, -2.910], [4.689, 2.166, -0.463], [2.469, 1.888, 0.635], [-1.647, 3.869, 0.836], [-1.557, 2.617, 1.649], [-2.920, 2.764, 2.832], [-2.911, 2.016, 3.999], [-3.972, 2.123, 4.890], [-5.029, 2.979, 4.612], [-5.023, 3.732, 3.443], [-3.966, 3.628, 2.551], [-2.242, 1.269, 0.676], [-2.912, 1.585, -0.561], [-4.001, 0.749, -0.963], [-4.346, -0.364, -0.253], [-3.611, -0.724, 0.911], [-2.592, 0.061, 1.363], [-2.082, 1.348, 4.203], [-3.972, 1.535, 5.799], [-5.858, 3.061, 5.305], [-5.850, 4.398, 3.225], [-3.922, 4.206, 1.636], [-2.878, 2.607, -0.924], [-4.556, 1.022, -1.855], [-5.162, -0.994, -0.587], [-3.832, -1.654, 1.422], [-2.018, -0.239, 2.232], [1.006, -2.646, -1.571], [-0.028, -3.365, -0.698], [-1.430, -2.798, -0.931], [0.366, -3.386, 0.766], [0.495, -4.601, 1.414], [0.889, -4.709, 2.748], [1.187, -3.531, 3.426], [1.078, -2.285, 2.831], [1.488, -1.052, 3.611], [0.337, -0.064, 3.808], [2.679, -0.349, 2.952], [0.619, -2.150, 1.468], [0.469, -1.012, 0.917], [0.717, -2.686, -2.626], [1.991, -3.110, -1.460], [1.079, -1.599, -1.280], [-0.051, -4.417, -1.017], [-1.485, -1.731, -0.703], [-2.162, -3.314, -0.304], [-1.725, -2.923, -1.979], [0.284, -5.506, 0.847], [0.979, -5.675, 3.231], [1.529, -3.579, 4.459], [1.806, -1.398, 4.604], [0.035, 0.326, 2.836], [0.642, 0.775, 4.446], [-0.521, -0.559, 4.273], [2.411, -0.084, 1.929], [3.549, -1.011, 2.922], [2.954, 0.561, 3.498]]
}

***

{
  "formula": "C32H29AsF6N2O5P2RuSSe",
  "method": "ωB97M-V/def2-TZVPD",
  "lumo_ev": [-1.22, -1.32],
  "de_lowest_kj_mol": 0.0,
  "charge": 0,
  "mol_weight_g_mol": 984.55,
  "homo_energy_ev": [-8.39, -8.42],
  "elements": ["Ru", "C", "C", "P", "C", "C", "C", "C", "C", "C", "C", "C", "C", "C", "C", "C", "P", "C", "C", "C", "C", "C", "C", "C", "C", "C", "C", "C", "C", "H", "H", "H", "H", "H", "H", "H", "H", "H", "H", "H", "H", "H", "H", "H", "H", "H", "H", "H", "H", "H", "H", "H", "H", "F", "As", "F", "F", "F", "F", "F", "O", "Se", "O", "O", "O", "C", "C", "C", "C", "N", "C", "S", "N", "H", "H", "H", "H", "H", "O", "C"],
  "coordinates": [[-0.209, 0.295, 0.693], [1.330, 1.534, 3.601], [2.115, 0.399, 2.927], [0.957, -0.836, 2.279], [1.906, -2.162, 1.523], [1.254, -3.336, 1.152], [1.977, -4.363, 0.573], [3.342, -4.222, 0.355], [3.991, -3.052, 0.717], [3.272, -2.019, 1.304], [0.247, -1.537, 3.788], [-1.090, -1.876, 3.869], [-1.599, -2.474, 5.015], [-0.763, -2.732, 6.088], [0.586, -2.399, 6.016], [1.091, -1.809, 4.870], [0.398, 2.473, 2.320], [0.142, 4.082, 3.152], [0.843, 5.172, 2.645], [0.738, 6.420, 3.247], [-0.074, 6.583, 4.357], [-0.781, 5.499, 4.868], [-0.675, 4.256, 4.266], [-1.336, 1.819, 2.355], [-1.947, 1.128, 3.412], [-3.302, 0.876, 3.398], [-4.081, 1.314, 2.330], [-3.511, 2.026, 1.291], [-2.146, 2.284, 1.304], [2.023, 2.252, 4.047], [0.704, 1.164, 4.417], [2.821, -0.071, 3.616], [2.672, 0.783, 2.072], [0.186, -3.449, 1.299], [1.471, -5.273, 0.282], [3.903, -5.028, -0.099], [5.052, -2.937, 0.543], [3.781, -1.103, 1.567], [-1.743, -1.660, 3.054], [-2.648, -2.733, 5.049], [-1.154, -3.201, 6.981], [1.244, -2.608, 6.848], [2.148, -1.580, 4.823], [1.469, 5.043, 1.771], [1.283, 7.261, 2.841], [-0.164, 7.554, 4.824], [-1.421, 5.626, 5.731], [-1.246, 3.423, 4.659], [-1.356, 0.784, 4.249], [-3.751, 0.312, 4.204], [-5.135, 1.073, 2.308], [-4.116, 2.364, 0.462], [-1.692, 2.884, 0.523], [-2.264, -0.919, 0.962], [-3.504, -2.247, 0.789], [-2.991, -2.484, -0.845], [-4.619, -1.032, 0.272], [-4.680, -3.488, 0.639], [-3.953, -1.967, 2.439], [-2.282, -3.363, 1.309], [0.792, -0.167, -2.222], [1.353, 1.391, -1.485], [2.342, 2.026, -2.568], [-0.042, 2.120, -0.995], [1.922, 0.716, -0.070], [-4.274, 1.856, -5.774], [-2.937, 1.737, -5.110], [-1.799, 2.371, -5.592], [-0.622, 2.190, -4.889], [-0.558, 1.449, -3.785], [-1.690, 0.881, -3.437], [-1.876, -0.181, -2.002], [-2.878, 0.965, -4.022], [-4.268, 2.601, -6.567], [-5.029, 2.120, -5.036], [-4.559, 0.893, -6.199], [-1.832, 2.988, -6.477], [0.299, 2.660, -5.209], [-0.103, -1.465, -0.606], [-0.267, -0.664, -1.537]]
}

***

{
  "formula": "C33H55BBr2FN3O3P",
  "method": "ωB97M-V/def2-TZVPD",
  "lumo_ev": -3.66,
  "charge": 1,
  "mol_weight_g_mol": 762.41,
  "homo_energy_ev": -11.23,
  "elements": ["C", "C", "O", "C", "C", "C", "C", "C", "C", "C", "P", "C", "C", "C", "C", "N", "N", "C", "Br", "C", "C", "Br", "C", "B", "O", "N", "C", "C", "C", "O", "C", "C", "C", "C", "C", "C", "C", "H", "H", "H", "H", "H", "H", "H", "H", "H", "H", "H", "H", "H", "H", "H", "H", "H", "H", "H", "H", "H", "H", "H", "H", "H", "H", "H", "H", "H", "H", "H", "H", "H", "H", "H", "H", "H", "H", "H", "H", "H", "H", "H", "H", "H", "H", "H", "H", "H", "H", "F", "C", "C", "C", "C", "C", "C", "H", "H", "H", "H", "H"],
  "coordinates": [[-1.324, -1.261, -7.272], [0.059, -1.625, -6.732], [0.060, -2.958, -6.241], [0.769, -3.202, -5.043], [-0.184, -3.544, -3.904], [-1.241, -2.457, -3.623], [-1.265, -1.952, -2.166], [-0.602, -0.554, -2.008], [0.585, -0.558, -1.090], [1.846, -0.098, -1.562], [2.048, 0.523, -3.276], [3.748, 1.211, -3.267], [4.244, 2.112, -2.118], [0.894, 1.992, -3.329], [1.531, 3.331, -3.718], [2.953, -0.246, -0.873], [2.871, -0.830, 0.317], [4.161, -1.085, 0.904], [4.769, 0.251, 2.069], [4.888, -2.144, 0.558], [6.261, -2.480, 1.037], [4.156, -3.384, -0.662], [1.751, -1.203, 0.931], [1.851, -1.927, 2.365], [2.104, -3.288, 2.305], [1.639, -1.243, 3.563], [2.431, -1.737, 4.708], [1.390, 0.205, 3.553], [0.553, -1.053, 0.213], [-0.553, -1.515, 0.839], [-1.693, -0.625, 0.940], [-2.543, -0.971, 2.161], [-2.254, -0.030, 3.338], [-4.038, -0.958, 1.795], [-4.670, 0.409, 1.495], [-6.184, 0.309, 1.695], [-4.362, 0.913, 0.077], [-1.990, -2.116, -7.151], [-1.295, -1.006, -8.330], [-1.759, -0.415, -6.738], [0.815, -1.540, -7.521], [0.356, -0.941, -5.928], [1.398, -2.340, -4.784], [1.441, -4.049, -5.213], [0.413, -3.745, -3.007], [-0.683, -4.483, -4.155], [-2.230, -2.832, -3.890], [-1.060, -1.614, -4.293], [-2.297, -1.906, -1.815], [-0.750, -2.676, -1.532], [-1.326, 0.183, -1.653], [-0.265, -0.234, -2.994], [3.808, 1.753, -4.215], [4.409, 0.351, -3.392], [4.748, 2.994, -2.518], [4.941, 1.579, -1.476], [3.429, 2.464, -1.484], [0.136, 1.739, -4.073], [0.387, 2.084, -2.365], [2.424, 3.554, -3.144], [0.815, 4.135, -3.539], [1.779, 3.354, -4.780], [6.742, -1.621, 1.500], [6.221, -3.299, 1.759], [6.869, -2.811, 0.196], [3.012, -3.576, 2.435], [3.383, -2.171, 4.395], [1.887, -2.502, 5.262], [2.643, -0.907, 5.378], [2.074, 0.771, 2.919], [0.369, 0.409, 3.233], [1.482, 0.601, 4.563], [-2.295, -0.741, 0.044], [-1.324, 0.405, 0.979], [-2.288, -1.988, 2.472], [-1.401, -0.357, 3.932], [-2.086, 0.991, 2.987], [-3.130, 0.012, 3.992], [-4.575, -1.405, 2.638], [-4.204, -1.618, 0.935], [-4.302, 1.153, 2.210], [-6.435, 0.127, 2.741], [-6.681, 1.230, 1.384], [-6.599, -0.503, 1.090], [-3.406, 1.443, 0.021], [-4.322, 0.081, -0.634], [-5.135, 1.600, -0.271], [-0.393, 2.864, 3.674], [-1.079, 3.608, 4.584], [-2.073, 3.003, 5.330], [-2.749, 3.771, 6.267], [-2.433, 5.112, 6.434], [-1.430, 5.688, 5.670], [-0.734, 4.934, 4.734], [-2.290, 1.954, 5.186], [-3.525, 3.318, 6.869], [-2.966, 5.707, 7.164], [-1.181, 6.733, 5.802], [0.056, 5.362, 4.133]]
}

***

The total energy results, record by record, are as follows: -18640.4190 -72432.0380 -221357.2441 -198487.8743 eV.